No. 1
DFT (ωB97M-V/def2-TZVPD) results for a 5-piece molecular cluster, C10H30O5 overall.

The calculation puts the total energy at -21082.207 eV. As for the energy above the lowest of the compared OMol25 structures with the same formula, charge and spin: 94.1 kJ/mol. The net charge is +1. The calculation puts the HOMO energy (alpha / beta) at -12.57 / -12.57 eV. Its maximum force is 3.44 eV/A. The calculation puts the gap between HOMO and LUMO (alpha / beta) at 10.130 / 3.296 eV. Its LUMO energy (alpha / beta) is -2.44 / -9.28 eV. Its spin multiplicity is 2.

XYZ file:
```
45
Properties=species:S:1:pos:R:3:forces:R:3:nbo_charge:R:1
C 0.065 -3.276 4.219 0.54 0.17 0.36 -0.636
C 0.551 -2.281 3.211 -1.79 -1.05 -1.46 -0.102
O 0.220 -2.892 1.956 0.78 -0.27 0.97 -0.295
H 0.578 -4.224 4.060 0.04 0.01 0.24 0.248
H -1.003 -3.447 4.080 0.06 0.17 0.24 0.239
H 0.309 -2.862 5.198 -0.25 -0.34 0.18 0.249
H 1.619 -2.063 3.214 0.60 0.04 -0.06 0.289
H 0.036 -1.321 3.178 0.08 0.49 0.23 0.244
H 0.152 -2.220 1.274 -0.05 1.28 -0.83 0.518
C -2.800 -1.131 1.219 -0.69 0.60 0.80 -0.657
C -4.097 -0.460 1.885 1.37 -0.54 -1.10 -0.057
O -3.891 0.187 3.142 0.20 -0.67 -0.72 -0.708
H -1.996 -0.401 1.127 0.13 -0.01 0.08 0.196
H -2.975 -1.579 0.241 -0.47 0.39 -0.17 0.226
H -2.483 -1.996 1.801 0.16 0.07 0.48 0.184
H -4.807 -1.288 1.887 -0.46 0.32 0.48 0.173
H -4.450 0.331 1.223 -0.08 -0.17 -0.01 0.185
H -3.815 -0.485 3.824 -0.05 -0.05 0.15 0.468
C 2.680 1.750 -3.949 -0.96 -0.77 -1.40 -0.632
C 1.331 1.133 -4.439 1.48 1.17 0.93 -0.061
O 1.482 -0.159 -4.993 -0.60 0.57 0.35 -0.703
H 3.389 1.694 -4.775 0.00 0.27 -0.10 0.224
H 3.159 1.198 -3.141 -0.41 0.32 0.20 0.200
H 2.428 2.792 -3.751 0.52 0.00 0.43 0.215
H 0.873 1.811 -5.160 0.22 0.12 -0.32 0.163
H 0.650 1.182 -3.589 -0.30 -0.54 0.34 0.129
H 0.608 -0.225 -5.385 0.04 -1.03 -0.50 0.468
C -0.193 3.090 -1.071 -0.34 -0.52 -0.10 -0.639
C -0.957 2.003 -0.258 -1.20 3.17 -0.62 -0.082
O -0.322 1.839 0.977 2.05 -1.70 0.66 -0.770
H 0.849 2.840 -1.269 0.22 -0.01 0.63 0.208
H -0.321 4.032 -0.537 0.49 -0.02 -0.06 0.223
H -0.549 3.252 -2.088 -0.66 -0.20 0.08 0.224
H -1.213 1.142 -0.875 0.43 -0.60 0.60 0.176
H -1.879 2.482 0.073 -0.63 -0.20 -0.97 0.185
H -0.807 2.117 1.757 -0.38 0.04 -0.38 0.510
C 2.832 -0.070 -0.747 -0.34 -0.57 -0.93 -0.619
C 1.462 -0.731 -0.588 0.04 1.03 -0.46 -0.075
O 1.093 -0.476 0.731 -0.34 -1.87 1.78 -0.677
H 2.640 1.003 -0.779 0.41 0.01 0.21 0.218
H 3.205 -0.381 -1.722 0.34 0.09 0.05 0.235
H 3.518 -0.361 0.049 -0.09 0.09 -0.11 0.227
H 1.368 -1.793 -0.816 0.38 0.03 0.07 0.189
H 0.738 -0.163 -1.173 0.08 -0.37 -0.76 0.181
H 0.723 0.409 0.781 -0.60 1.03 0.49 0.522
```
Forces are in eV/Å.



No. 2
DFT (ωB97M-V/def2-TZVPD) results for an isolated molecule of C5H5NO.

The SMILES is N=C=COC1C=C1. The calculation puts the total energy at -8797.194 eV. As for the energy above the lowest of the compared OMol25 structures with the same formula, charge and spin: 600.6 kJ/mol. The calculation puts the HOMO energy at -9.26 eV. Its maximum force is 0.75 eV/A. The calculation puts the gap between HOMO and LUMO at 9.690 eV. Its LUMO energy is 0.43 eV.

XYZ file:
```
12
Properties=species:S:1:pos:R:3:forces:R:3:nbo_charge:R:1
N -0.690 -0.432 2.058 0.05 0.73 -0.19 -0.467
C -0.555 0.668 1.592 0.05 -0.57 0.05 0.308
C -0.057 1.382 0.531 -0.25 0.05 0.05 -0.035
O 1.241 0.967 0.218 0.01 -0.07 0.00 -0.504
C 0.958 -0.129 -0.659 0.23 -0.12 -0.17 0.058
C -0.059 -1.194 -0.333 -0.03 -0.05 0.04 -0.442
C -0.457 -0.112 -1.058 -0.14 -0.01 -0.13 -0.171
H -0.355 2.391 0.260 0.05 -0.25 0.03 0.223
H 1.809 -0.338 -1.307 -0.14 0.09 0.12 0.199
H -0.093 -2.276 -0.445 -0.01 0.33 0.04 0.266
H -0.623 -1.064 1.024 0.00 -0.11 -0.11 0.335
H -1.120 0.138 -1.882 0.17 -0.01 0.29 0.231
```
Forces are in eV/Å.



No. 3
DFT (ωB97M-V/def2-TZVPD) results for a 9-piece molecular cluster, C29H54NO25S2 overall.

The calculation puts the total energy at -105278.172 eV. As for the energy above the lowest of the compared OMol25 structures with the same formula, charge and spin: 0.0 kJ/mol. The net charge is +1. The calculation puts the HOMO energy at -11.92 eV. Its maximum force is 8.17 eV/A. The calculation puts the gap between HOMO and LUMO at 10.081 eV. Its LUMO energy is -1.84 eV.

XYZ file:
```
111
Properties=species:S:1:pos:R:3:forces:R:3:mulliken_charge:R:1
C -1.944 -0.416 -3.532 1.15 3.47 -1.51 -0.960
N -0.771 -0.080 -2.579 -3.01 0.24 0.63 0.874
C -1.298 -0.663 -1.349 4.59 -2.34 5.17 -1.213
C 0.552 -0.541 -2.899 3.09 0.24 2.57 -1.284
C -0.691 1.391 -2.334 -4.00 0.23 -0.54 -0.881
C -2.049 2.043 -1.788 2.59 1.45 -2.97 -0.286
O -1.627 3.421 -1.707 0.30 1.09 -0.10 -0.467
H -2.931 -0.122 -3.187 0.39 0.63 0.68 0.353
H -2.116 -1.392 -3.765 0.67 -3.17 -0.11 0.397
H -1.734 0.100 -4.478 -0.07 -0.05 0.18 0.346
H -1.236 -1.797 -1.172 0.16 1.37 -1.47 0.193
H -2.301 -0.448 -1.110 -0.89 0.93 0.08 0.679
H -0.454 -0.371 -0.452 -2.73 -0.35 -2.22 -0.141
H 0.539 -1.579 -2.890 0.04 -2.06 -1.36 0.690
H 1.345 -0.469 -2.003 -2.24 0.56 -1.18 0.015
H 1.062 0.046 -3.640 -0.32 -0.25 -1.00 0.588
H -0.537 1.900 -3.271 0.58 -0.10 -0.41 0.870
H 0.018 1.632 -1.610 1.55 -0.02 0.95 0.474
H -2.300 1.688 -0.824 -0.49 -0.06 0.82 0.152
H -2.831 2.065 -2.549 -0.29 -0.87 0.44 0.163
H -1.278 3.801 -2.569 -0.83 -1.18 1.43 0.289
O -2.655 -3.040 5.842 1.75 -1.97 0.42 -0.641
S -1.855 -4.281 5.810 -1.29 4.43 -3.41 1.239
O -2.506 -5.497 5.650 -1.51 -2.79 -0.11 -0.610
O -0.863 -4.118 4.440 -0.41 0.40 2.02 -0.392
C -1.542 -3.759 3.214 -2.88 -0.05 -0.48 -0.232
C -0.578 -3.684 2.092 0.03 -3.21 -1.43 -0.513
C -0.849 -4.394 7.187 0.96 3.45 0.37 -0.873
H -2.135 -2.776 3.155 0.98 -1.22 1.34 0.208
H -2.327 -4.560 2.968 1.03 0.96 0.62 0.393
H -0.922 -2.988 1.387 -0.42 1.22 -0.91 -0.163
H -0.562 -4.675 1.489 0.33 1.35 1.16 0.299
H 0.409 -3.425 2.359 1.04 0.23 0.36 0.295
H -0.133 -3.504 7.129 -0.80 -1.46 0.50 0.210
H -0.431 -5.326 7.312 1.42 -1.98 -0.35 0.383
H -1.527 -4.321 8.035 -0.21 0.56 -0.08 0.389
O 1.957 3.411 -2.062 -0.74 -0.84 1.57 -0.449
S 3.045 3.273 -2.956 -1.79 1.61 -6.77 1.289
O 2.898 2.437 -4.178 0.08 0.96 2.83 -0.710
O 3.223 4.838 -3.555 2.00 -2.43 0.97 -0.361
C 2.124 5.428 -4.307 3.17 2.08 3.05 -0.065
C 2.679 6.707 -4.898 2.08 -0.87 3.18 -1.542
C 4.569 2.953 -2.301 -1.07 0.56 6.08 -0.896
H 1.429 5.472 -3.530 -1.68 1.63 1.21 0.071
H 1.680 4.745 -4.862 -1.24 -3.08 -3.84 0.506
H 2.086 7.124 -5.557 -3.23 1.71 -3.65 0.509
H 3.675 6.756 -5.282 0.67 -1.44 -0.83 0.371
H 2.859 7.521 -4.217 -0.67 0.04 1.34 0.379
H 4.782 1.897 -2.097 -0.66 0.29 0.06 0.175
H 4.652 3.649 -1.325 -0.15 -1.86 -1.95 0.298
H 5.264 3.294 -2.912 3.09 1.59 -3.19 0.480
C -2.187 1.771 3.703 3.33 -4.75 -3.06 -0.447
C -1.475 2.082 2.233 0.54 1.22 4.00 -0.247
O -1.647 0.866 1.457 1.95 4.12 -1.50 0.302
C -2.311 -0.026 2.080 -3.37 -0.66 2.36 0.132
O -2.793 -1.011 1.614 0.60 -1.13 -0.99 -0.400
O -2.640 0.335 3.324 -1.07 1.69 1.21 -0.435
H -2.852 2.468 4.185 -0.64 -0.27 -0.35 0.390
H -1.398 1.329 4.294 0.24 1.45 1.17 0.077
H -0.352 2.315 2.419 -1.96 -0.62 -0.73 0.288
H -2.019 3.049 2.113 0.35 -1.02 -2.19 0.184
C 1.675 -5.341 -2.690 -3.10 0.28 -2.50 -0.523
C 2.446 -6.098 -1.655 -1.77 4.38 -0.54 -0.370
O 2.253 -5.179 -0.521 2.20 -3.29 1.20 -0.393
C 1.579 -4.114 -0.789 -0.70 2.97 -1.72 0.616
O 1.475 -3.123 -0.103 -0.16 -1.22 -0.05 -0.334
O 1.111 -4.138 -2.070 0.73 -1.20 0.22 -0.274
H 0.820 -5.939 -3.099 0.38 0.47 0.66 0.335
H 2.192 -5.070 -3.614 0.47 0.40 0.56 0.316
H 3.360 -6.156 -2.110 3.30 0.18 0.43 0.302
H 2.076 -7.038 -1.626 -1.39 -2.84 1.61 0.391
C -5.288 -3.171 0.313 0.35 2.36 1.98 -0.255
C -6.000 -1.889 0.844 -2.17 -2.54 2.84 -0.158
O -5.921 -1.027 -0.193 -0.59 3.66 -2.64 -0.329
C -5.152 -1.425 -1.240 -0.19 1.90 -0.76 0.821
O -4.886 -0.799 -2.298 -0.96 -2.11 3.95 -0.646
O -4.736 -2.596 -0.881 3.75 -2.61 -1.44 -0.396
H -6.003 -3.705 -0.107 -3.36 -3.19 -1.40 0.429
H -4.760 -3.872 1.072 0.26 1.90 -1.70 0.199
H -5.460 -1.530 1.713 -0.10 0.45 0.14 0.108
H -7.191 -2.054 1.156 3.23 0.27 -0.86 0.280
C 1.507 0.243 4.819 0.01 1.82 4.83 -0.453
C 0.854 -1.059 4.552 -2.42 -1.12 1.35 -0.167
O 0.627 -1.066 3.140 -1.02 1.13 0.14 0.201
C 1.354 -0.055 2.634 1.16 -1.41 -2.81 0.151
O 1.624 0.029 1.449 -0.82 0.61 1.85 -0.366
O 1.905 0.674 3.603 0.81 1.60 -2.30 -0.350
H 2.390 0.119 5.496 -0.50 -0.02 -0.67 0.298
H 0.913 1.105 5.413 0.64 -2.02 -1.60 0.234
H -0.033 -1.277 5.241 0.58 0.53 -1.58 0.089
H 1.454 -1.911 4.662 1.39 -0.99 0.70 0.487
C 5.599 -2.519 -1.267 2.20 2.29 -1.55 -0.683
C 4.389 -1.809 -0.733 -1.17 -0.35 1.66 0.089
O 3.607 -1.793 -1.958 -1.35 3.61 2.65 0.137
C 4.101 -2.534 -2.887 -1.37 -2.13 0.20 0.522
O 3.479 -2.869 -3.828 -0.80 0.13 -2.66 -0.581
O 5.171 -3.136 -2.488 1.55 -2.90 0.90 -0.411
H 6.287 -3.015 -0.608 -0.54 -1.26 0.24 0.372
H 6.264 -1.908 -1.858 0.84 1.80 1.30 0.343
H 4.455 -0.761 -0.162 0.11 -2.26 -1.82 0.279
H 3.852 -2.519 -0.016 0.41 1.11 -0.86 -0.046
C -0.433 6.309 -0.550 1.33 -1.77 0.87 0.093
C -1.370 5.991 0.598 5.92 4.39 3.51 -0.062
O -1.740 7.339 0.994 -1.10 -0.33 0.03 -0.393
C -1.142 8.231 0.201 -2.32 5.64 2.44 0.639
O -1.275 9.452 0.277 -0.16 -2.57 0.38 -0.611
O -0.387 7.719 -0.666 2.89 -2.96 -2.71 -0.342
H -0.874 5.860 -1.339 -1.64 -0.59 -3.35 0.066
H 0.521 5.711 -0.562 -0.24 1.49 0.71 0.155
H -0.757 5.709 1.500 -0.77 -0.63 -0.86 0.100
H -2.144 5.410 0.447 -3.90 -2.76 -1.06 0.348
```
Forces are in eV/Å.



No. 4
DFT (ωB97M-V/def2-TZVPD) results for an isolated molecule of C4H7N3.

The SMILES is CNc1cc[nH]n1. The calculation puts the total energy at -8730.288 eV. As for the energy above the lowest of the compared OMol25 structures with the same formula, charge and spin: 134.2 kJ/mol. The calculation puts the HOMO energy at -8.91 eV. Its maximum force is 0.46 eV/A. The calculation puts the gap between HOMO and LUMO at 9.950 eV. Its LUMO energy is 1.04 eV.

XYZ file:
```
14
Properties=species:S:1:pos:R:3:forces:R:3:nbo_charge:R:1
C -0.289 -1.610 0.759 -0.18 -0.35 0.22 -0.410
N 0.626 -1.458 -0.407 0.25 0.06 0.03 -0.635
C 0.645 -0.049 -0.562 -0.18 0.11 0.15 0.278
N 1.222 0.686 0.381 -0.27 0.00 -0.14 -0.301
N 0.506 1.817 0.390 -0.02 0.41 -0.01 -0.337
C -0.504 1.823 -0.515 0.10 0.08 0.00 -0.053
C -0.406 0.639 -1.206 -0.04 0.11 0.05 -0.354
H -0.569 -0.620 1.145 -0.03 -0.46 0.00 0.192
H -1.206 -2.126 0.468 0.12 -0.13 0.06 0.191
H 0.206 -2.128 1.583 -0.09 -0.19 -0.12 0.196
H 1.546 -1.800 -0.152 -0.06 0.08 -0.05 0.370
H 0.640 2.443 1.163 0.13 0.23 -0.22 0.407
H -1.235 2.619 -0.536 0.24 -0.01 -0.16 0.220
H -1.037 0.257 -1.996 0.05 0.09 0.19 0.238
```
Forces are in eV/Å.



No. 5
DFT (ωB97M-V/def2-TZVPD) results for an isolated molecule of C21H17Cl2FN8.

The SMILES is N#Cc1cnc2c(Cl)cc(NCc3cn(CCN)nn3)cc2c1Nc1ccc(F)c(Cl)c1. The calculation puts the total energy at -61732.739 eV. The calculation puts the HOMO energy at -8.49 eV. Its maximum force is 5.06 eV/A. The calculation puts the gap between HOMO and LUMO at 7.334 eV. Its LUMO energy is -1.15 eV.

XYZ file:
```
49
Properties=species:S:1:pos:R:3:forces:R:3:nbo_charge:R:1
N -0.963 -0.803 5.403 1.02 0.65 -0.56 -0.276
F -4.601 -2.571 0.298 0.97 1.60 0.58 -0.337
Cl -2.257 -3.956 1.272 0.28 1.42 -0.48 0.013
Cl 5.736 0.696 1.709 -1.39 0.35 -0.57 0.017
C -0.092 -0.359 4.778 -1.31 -0.64 0.76 0.261
N -0.970 2.187 -3.264 0.95 0.06 1.41 -0.217
N -1.616 1.161 -3.524 -2.93 -3.66 -1.91 -0.033
N 3.330 0.124 3.302 -2.76 -0.59 1.82 -0.368
C 0.311 0.463 -2.765 -1.19 -0.69 -0.87 -0.073
C 0.222 1.811 -2.714 0.74 1.93 -0.22 0.037
C 2.276 -0.169 4.140 1.49 1.98 -3.77 0.090
C -3.922 -0.362 0.906 0.84 1.32 -0.16 -0.252
C -2.948 0.532 1.367 -1.33 0.27 -0.66 -0.238
C -1.491 -1.288 1.675 0.73 -1.98 -0.59 -0.282
C 3.750 1.615 -0.027 2.61 -1.67 3.66 -0.241
C -3.649 -1.660 0.791 -1.11 -3.81 -0.92 0.336
C -2.430 -2.187 1.112 0.74 0.24 1.83 -0.054
C 0.927 0.089 3.894 0.58 0.21 -2.67 -0.239
C -1.727 0.089 1.828 0.52 -1.39 -0.56 0.231
C 2.461 1.807 -0.449 -1.91 -0.59 -0.53 0.177
C 4.044 0.988 1.213 0.38 1.31 -1.61 0.041
C 1.381 1.445 0.364 -1.19 1.18 0.63 -0.298
C 0.591 0.574 2.600 -0.26 0.55 1.27 0.223
C 3.006 0.674 2.124 -1.47 -0.57 -0.58 0.080
C 1.609 0.900 1.672 1.63 0.03 -0.17 0.008
N -0.759 0.963 2.355 0.26 -0.39 -0.90 -0.654
N 2.358 2.209 -1.763 0.94 1.03 -0.33 -0.589
N -0.308 -3.265 -2.260 0.82 -1.17 1.62 -0.843
N -0.872 -0.022 -3.298 1.75 3.59 1.59 -0.202
C 1.221 2.907 -2.293 -0.70 -1.30 -1.54 -0.236
C -1.425 -2.369 -2.444 -1.23 -1.00 3.43 -0.229
C -1.189 -1.420 -3.567 -3.00 1.11 -1.13 -0.253
H 1.117 -0.192 -2.687 1.22 -0.74 0.71 0.219
H 2.505 -0.577 5.026 1.15 -1.50 3.12 0.194
H -4.812 -0.073 0.429 -1.14 0.87 -0.13 0.240
H -3.208 1.566 1.195 0.36 0.27 0.57 0.230
H -0.543 -1.826 1.881 -0.41 0.99 0.40 0.238
H 4.591 2.001 -0.575 0.14 -0.13 -0.40 0.228
H 0.322 1.816 0.157 1.57 -0.94 -0.04 0.246
H -1.130 1.532 3.078 -0.27 0.50 0.65 0.401
H 3.240 2.432 -2.220 -0.38 -0.11 0.44 0.393
H 0.597 -2.823 -2.384 -0.12 0.15 0.08 0.348
H -0.323 -3.638 -1.272 0.11 0.39 -1.61 0.369
H 1.496 3.508 -3.220 -0.19 -0.73 1.26 0.228
H 0.784 3.582 -1.563 -0.20 0.13 0.09 0.209
H -1.624 -1.833 -1.418 0.00 -0.37 -2.05 0.189
H -2.343 -3.091 -2.582 1.46 1.76 -0.16 0.205
H -2.218 -1.394 -4.015 1.17 0.35 -0.46 0.247
H -0.456 -1.792 -4.265 0.07 -0.27 -0.34 0.220
```
Forces are in eV/Å.



No. 6
DFT (ωB97M-V/def2-TZVPD) results for a 2-piece molecular cluster, C5H16N2O overall.

The SMILES is CCNCCCN.O. The calculation puts the total energy at -10470.553 eV. As for the energy above the lowest of the compared OMol25 structures with the same formula, charge and spin: 189.9 kJ/mol. The calculation puts the HOMO energy at -8.43 eV. Its maximum force is 3.70 eV/A. The calculation puts the gap between HOMO and LUMO at 8.977 eV. Its LUMO energy is 0.55 eV.

XYZ file:
```
24
Properties=species:S:1:pos:R:3:forces:R:3:nbo_charge:R:1
C -0.145 0.201 2.074 0.35 -3.31 1.61 -0.217
N -0.480 -0.999 1.211 -1.67 1.96 -1.50 -0.624
C -1.488 -0.614 0.103 -0.38 -0.55 0.63 -0.236
C -0.952 -0.925 -1.305 -2.10 0.73 -0.29 -0.422
C -0.313 0.313 -2.013 -0.09 -2.11 -0.01 -0.235
N -1.461 1.197 -2.396 1.81 0.48 1.22 -0.852
C 0.889 1.169 1.551 -0.21 0.16 1.49 -0.659
H 0.209 -0.361 3.080 -0.43 1.75 -2.00 0.187
H -1.108 0.657 2.339 0.39 0.15 -0.13 0.196
H 0.322 -1.227 0.644 0.63 -0.13 0.44 0.351
H -2.522 -1.065 0.230 1.40 -0.22 0.25 0.184
H -1.775 0.438 0.116 0.49 0.38 0.20 0.182
H -0.319 -1.771 -1.292 1.02 -0.95 0.17 0.193
H -1.870 -1.288 -1.871 1.21 0.68 0.11 0.208
H 0.405 0.782 -1.298 -0.79 0.06 -0.51 0.193
H 0.366 -0.142 -2.812 -1.11 1.12 0.36 0.180
H -1.174 2.123 -2.074 -0.55 -0.09 -0.53 0.359
H -1.667 1.236 -3.375 0.21 -0.09 -0.42 0.366
H 0.606 1.839 0.803 -1.10 0.88 -1.49 0.197
H 1.211 1.813 2.334 -0.20 0.85 1.19 0.211
H 1.839 0.826 1.274 0.97 -1.55 -0.71 0.233
H 3.412 -1.330 1.602 0.88 -0.13 1.36 0.470
H 3.217 -1.676 0.171 -0.32 0.22 0.17 0.471
O 2.801 -1.198 0.906 -0.42 -0.29 -1.61 -0.936
```
Forces are in eV/Å.



Which of these has the lowest maximum force?
C4H7N3



Which value of maximum force does entry 3 give?
8.17 eV/A



The highest maximum force belongs to which entry?
C29H54NO25S2